A gas-phase ion, C4H10NO2 (charge +1) at a distorted geometry, computed with ωB97M-V/def2-TZVPD.

For the LUMO energy, the calculation gives -3.23 eV. The SMILES is CC[NH2+]CC(=O)O. The calculation puts the HOMO energy at -0.58090 Ha. The HOMO-LUMO gap comes out at 12.6 eV. The total energy is -9888.2586 eV. As for the total charge: +1. The energy above the lowest of the compared OMol25 structures with the same formula, charge and spin is 1.329 eV.

XYZ file:
```
17
C4H10NO2 (ωB97M-V/def2-TZVPD)
O 1.145 -2.711 -1.412
C 0.329 -2.101 -0.508
C 0.570 -0.583 -0.384
N -0.653 -0.079 0.197
C -0.597 1.195 1.036
C 0.087 2.249 0.204
O -0.672 -2.551 0.066
H 0.808 -3.675 -1.502
H 0.777 -0.261 -1.436
H 1.503 -0.442 0.237
H -1.032 -0.941 0.769
H -1.319 -0.015 -0.524
H -1.676 1.323 1.380
H 0.003 0.886 1.866
H -0.164 2.217 -0.875
H -0.362 3.260 0.532
H 1.253 2.228 0.353
```

Let us look at the natural (NBO) charges, expressed in e, one per atom: number 1, O, carries -0.636; number 2, C, carries 0.790; number 3, C, carries -0.365; number 4, N, carries -0.519; number 5, C, carries -0.206; number 6, C, carries -0.676; number 7, O, carries -0.588; number 8, H, carries 0.532; number 9, H, carries 0.273; number 10, H, carries 0.273; number 11, H, carries 0.480; number 12, H, carries 0.426; number 13, H, carries 0.243; number 14, H, carries 0.224; number 15, H, carries 0.231; number 16, H, carries 0.270; number 17, H, carries 0.249

A molecular structure, C21H26BaIN3 at a distorted geometry, computed with ωB97M-V/def2-TZVPD.

For the LUMO energy, the calculation gives -1.95 eV. The calculation puts the HOMO energy at -0.20190 Ha. The HOMO-LUMO gap comes out at 3.5 eV. The total energy is -35455.2227 eV. As for the total charge: 0.

XYZ file:
```
52
C21H26BaIN3 (ωB97M-V/def2-TZVPD)
C -2.765 -3.518 1.466
C -3.032 -2.736 2.756
H -3.656 -3.548 0.829
H -2.477 -4.553 1.682
H -1.956 -3.062 0.886
H -3.155 -1.667 2.553
H -3.944 -3.088 3.251
H -2.205 -2.847 3.465
C -0.894 1.027 -4.032
C -1.064 1.603 -5.285
C -1.179 2.989 -5.379
C -1.119 3.748 -4.216
H -0.797 -0.046 -3.886
H -1.105 0.971 -6.166
H -1.313 3.473 -6.341
H -1.207 4.827 -4.267
N -0.835 1.757 -2.906
C -0.946 3.108 -2.984
C -0.871 3.825 -1.701
N -0.701 3.050 -0.589
C -0.625 3.651 0.613
C -0.886 5.828 -0.353
C -0.712 5.026 0.775
H -0.490 2.988 1.460
H -0.644 5.453 1.770
C -0.965 5.216 -1.597
H -1.099 5.816 -2.489
H -0.958 6.907 -0.266
Ba -0.578 1.012 -0.916
I -0.440 -1.505 -1.476
C 4.219 -2.935 0.446
N 2.893 -2.678 -0.147
C 2.085 -3.887 -0.306
C 2.196 -1.463 0.342
C 1.209 -1.498 1.532
C 1.623 -2.158 2.698
C 1.093 -1.802 3.935
C 0.206 -0.729 4.032
C -0.196 -0.036 2.886
C 0.220 -0.460 1.625
H 4.795 -3.611 -0.219
H 4.142 -3.401 1.444
H 4.812 -1.995 0.515
H 1.684 -4.228 0.668
H 1.266 -3.709 -1.022
H 2.705 -4.695 -0.753
H 2.979 -0.748 0.689
H 1.872 -0.848 -0.507
H 2.418 -2.885 2.679
H 1.433 -2.311 4.830
H -0.156 -0.424 5.003
H -0.878 0.797 2.973
```

Let us look at the Löwdin charges, expressed in e, one per atom: number 1, C, carries -0.169; number 2, C, carries -0.171; number 3, H, carries 0.058; number 4, H, carries 0.061; number 5, H, carries 0.011; number 6, H, carries 0.054; number 7, H, carries 0.054; number 8, H, carries 0.057; number 9, C, carries -0.131; number 10, C, carries -0.016; number 11, C, carries -0.024; number 12, C, carries 0.009; number 13, H, carries 0.021; number 14, H, carries 0.119; number 15, H, carries 0.119; number 16, H, carries 0.109; number 17, N, carries -0.308; number 18, C, carries -0.218; number 19, C, carries -0.209; number 20, N, carries -0.382; number 21, C, carries -0.099; number 22, C, carries -0.019; number 23, C, carries -0.021; number 24, H, carries 0.115; number 25, H, carries 0.119; number 26, C, carries 0.010; number 27, H, carries 0.110; number 28, H, carries 0.121; number 29, Ba, carries 1.579; number 30, I, carries 0.229; number 31, C, carries -0.119; number 32, N, carries -0.263; number 33, C, carries -0.134; number 34, C, carries -0.290; number 35, C, carries -0.305; number 36, C, carries -0.080; number 37, C, carries -0.121; number 38, C, carries -0.142; number 39, C, carries -0.218; number 40, C, carries -0.261; number 41, H, carries 0.075; number 42, H, carries 0.064; number 43, H, carries 0.081; number 44, H, carries 0.077; number 45, H, carries -0.010; number 46, H, carries 0.080; number 47, H, carries 0.113; number 48, H, carries -0.022; number 49, H, carries 0.080; number 50, H, carries 0.086; number 51, H, carries 0.079; number 52, H, carries 0.044

5 unconnected molecules or ions with the total composition C5H21NO4S at a distorted geometry, computed with ωB97M-V/def2-TZVPD.

For the LUMO energy, the calculation gives 0.34 eV. The SMILES is CN(C)CCCS.O.O.O.O. The calculation puts the HOMO energy at -0.32656 Ha. The HOMO-LUMO gap comes out at 9.2 eV. The total energy is -26038.1306 eV. As for the total charge: 0. The energy above the lowest of the compared OMol25 structures with the same formula, charge and spin is 2.548 eV.

XYZ file:
```
32
C5H21NO4S (ωB97M-V/def2-TZVPD)
C -0.153 -0.458 1.794
C 1.366 -1.002 1.684
S 2.348 0.481 1.682
C -0.830 -0.196 0.396
N -0.578 -1.494 -0.452
C -1.037 -1.350 -1.723
C -0.950 -2.763 0.260
H -0.834 -1.201 2.364
H -0.151 0.477 2.409
H 1.523 -1.476 0.728
H 1.701 -1.602 2.538
H 1.929 0.957 2.863
H -1.908 0.026 0.534
H -0.279 0.460 -0.392
H -0.974 -2.170 -2.475
H -0.627 -0.446 -2.320
H -2.083 -1.052 -2.045
H -1.162 -3.538 -0.483
H -1.829 -2.896 0.856
H 0.065 -3.078 0.674
H 1.295 -0.782 -1.220
H 2.673 -0.043 -1.548
O 1.704 -0.169 -1.852
H -1.763 2.817 1.598
H -2.897 1.688 1.536
O -2.016 1.915 1.962
H 1.462 1.260 -2.996
H 1.980 2.589 -2.384
O 1.460 2.263 -3.026
H 0.610 3.016 -0.656
H -0.479 3.933 -0.220
O 0.435 3.835 -0.084
```

Let us look at the natural (NBO) charges, expressed in e, one per atom: number 1, C, carries -0.434; number 2, C, carries -0.545; number 3, S, carries -0.040; number 4, C, carries -0.216; number 5, N, carries -0.511; number 6, C, carries -0.447; number 7, C, carries -0.440; number 8, H, carries 0.209; number 9, H, carries 0.243; number 10, H, carries 0.222; number 11, H, carries 0.226; number 12, H, carries 0.120; number 13, H, carries 0.191; number 14, H, carries 0.220; number 15, H, carries 0.215; number 16, H, carries 0.211; number 17, H, carries 0.159; number 18, H, carries 0.206; number 19, H, carries 0.201; number 20, H, carries 0.207; number 21, H, carries 0.501; number 22, H, carries 0.486; number 23, O, carries -0.985; number 24, H, carries 0.482; number 25, H, carries 0.473; number 26, O, carries -0.947; number 27, H, carries 0.504; number 28, H, carries 0.454; number 29, O, carries -0.967; number 30, H, carries 0.479; number 31, H, carries 0.454; number 32, O, carries -0.934